Entry 1:
The molecule C4H8N2OS, computed with ωB97M-V/def2-TZVPD.

Structure (XYZ):
```
16
Properties=species:S:1:pos:R:3:forces:R:3:nbo_charge:R:1
S -1.844860 -1.528946 -0.185218 0.575 -0.238 -0.030 -0.1179
O 0.636951 -0.611887 -0.326893 0.742 -1.445 -1.058 -0.4862
N -0.822833 0.733209 0.772674 -3.305 -2.521 2.355 -0.6912
N -0.010980 2.233326 -0.742932 -2.892 2.741 2.747 -0.6877
C -0.860789 1.998180 0.243629 3.131 -1.976 -2.392 0.2566
C -0.588757 -0.510274 0.054455 0.396 2.563 0.340 0.4058
C 1.819407 0.155986 0.065247 -0.319 -1.517 3.135 -0.0645
C 2.984966 -0.956432 0.153106 0.594 1.136 0.470 -0.6535
H 2.588192 -1.859604 0.729190 0.716 1.089 -1.274 0.2347
H -1.633152 0.405306 1.385022 1.199 1.547 -0.950 0.4161
H 3.509370 -1.121886 -0.847255 -1.673 -0.420 0.922 0.2306
H -1.528904 2.708798 0.688760 -0.229 0.214 0.414 0.1812
H 3.930838 -0.597450 0.670174 -1.495 0.027 0.165 0.2207
H 1.510601 0.797773 1.007190 1.034 -1.744 -1.428 0.2042
H -0.204331 3.270796 -0.692885 1.004 -0.776 -1.618 0.3359
H 1.957254 0.864005 -0.668384 0.521 1.317 -1.800 0.2152
```
Forces are in eV/Å.

## Properties
LUMO level ... 0.569 eV
Relative energy (zero: lowest compared OMol25 entry of this formula, charge and spin) ... 234.5 kJ/mol
E ... -20138.404 eV
Molecular weight ... 132.19 u
HOMO level ... -8.652 eV
Charge ... 0
SMILES ... [H]/N=C/NC(=S)OCC

=====

Entry 2:
The molecule C4H8N2OS, computed with ωB97M-V/def2-TZVPD.

Structure (XYZ):
```
16
Properties=species:S:1:pos:R:3:forces:R:3:nbo_charge:R:1
S 0.774163 0.338852 -3.616562 -0.292 -0.535 1.117 0.1910
O 1.481332 -1.462944 -0.176411 -2.032 0.693 3.631 -0.5593
N 0.540927 0.332548 -1.895173 -1.306 0.547 -1.472 -0.7600
N -1.123341 0.113665 -0.140039 0.935 -0.042 -0.773 -0.5004
C 0.725306 -1.173197 0.790134 1.093 -0.358 -2.686 0.4470
C -0.778039 0.131982 2.295369 1.158 0.101 0.419 -0.6131
C -0.113586 0.141867 0.876433 1.185 -0.306 1.630 -0.1970
C -0.710630 0.188030 -1.355176 -2.063 0.341 -0.424 0.2948
H 0.468756 -1.894499 1.612359 0.556 0.089 -0.600 0.1296
H 1.078115 1.620167 -3.713715 0.086 0.595 -0.136 0.1018
H -1.578421 0.209932 -2.049498 1.042 0.013 -0.138 0.1872
H -1.348960 -0.848945 2.460060 0.752 1.552 -0.166 0.2178
H 0.624379 1.012395 0.776451 -0.936 -0.860 0.060 0.1973
H 0.075473 0.255866 3.062329 -1.348 -0.516 -0.928 0.2047
H -1.419301 1.024754 2.441350 0.125 -0.741 -0.249 0.2308
H 1.303825 0.009527 -1.367911 1.045 -0.574 0.716 0.4276
```
Forces are in eV/Å.

## Properties
LUMO level ... 0.503 eV
Relative energy (zero: lowest compared OMol25 entry of this formula, charge and spin) ... 178.2 kJ/mol
E ... -20138.988 eV
Molecular weight ... 132.19 u
HOMO level ... -9.104 eV
Charge ... 0
SMILES ... C[C@@H](C=O)/N=C\NS

=====

Entry 3:
The molecule C4H8N2OS, computed with ωB97M-V/def2-TZVPD.

Structure (XYZ):
```
16
Properties=species:S:1:pos:R:3:forces:R:3:nbo_charge:R:1
S 1.879551 0.970593 0.375571 -1.145 0.439 0.750 0.2338
O -0.659194 -0.405056 -0.043887 0.877 2.260 -0.202 -0.4299
N -1.890202 0.218983 0.427446 1.562 -1.340 1.197 0.0261
N -1.848371 1.484457 0.260987 0.730 3.425 -1.204 -0.1557
C -0.711127 1.953999 -0.197612 -1.757 -2.704 1.251 -0.1089
C 0.245311 0.864665 -0.426956 -0.404 -3.482 -1.718 -0.1218
C 2.745419 -0.327553 -0.480403 -0.384 -1.952 2.138 -0.7494
C -3.025192 -0.536877 0.045114 -1.121 -0.646 -3.494 -0.4284
H 3.277481 0.087309 -1.227051 1.472 1.391 -3.010 0.2069
H -3.209986 -0.495765 -1.102438 0.501 0.324 1.308 0.1690
H -2.812342 -1.592975 0.142960 -0.090 -0.076 0.837 0.2281
H -0.457104 2.939688 -0.419936 -0.241 1.534 0.036 0.2178
H 0.354369 0.610572 -1.537728 0.475 0.690 1.359 0.2067
H 3.565613 -0.860790 0.093736 -1.539 0.489 0.024 0.2380
H 1.969463 -0.994245 -0.848170 0.431 -0.396 -0.008 0.2349
H -3.998728 -0.218377 0.424552 0.633 0.043 0.738 0.2328
```
Forces are in eV/Å.

## Properties
LUMO level ... 0.840 eV
Relative energy (zero: lowest compared OMol25 entry of this formula, charge and spin) ... 421.1 kJ/mol
E ... -20136.470 eV
Molecular weight ... 132.19 u
HOMO level ... -8.037 eV
Charge ... 0
SMILES ... CS[C@@H]1C=NN(C)O1

=====

Entry 4:
C4H8N2OS as an isolated structure, computed with ωB97M-V/def2-TZVPD.

Structure (XYZ):
```
16
Properties=species:S:1:pos:R:3:forces:R:3:nbo_charge:R:1
S 0.683630 -1.288630 -1.097026 2.089 -0.700 0.990 0.1792
O 1.963174 1.288806 -0.239029 1.824 -0.840 0.526 -0.6040
N -0.368486 1.308603 -0.874559 -6.798 0.151 -2.050 -0.8053
N 2.630830 0.195718 0.324939 -2.622 -1.559 0.088 -0.0728
C -0.786603 -1.054449 -0.214102 -3.449 0.702 2.575 -0.4490
C -1.372401 0.389276 -0.166719 -0.665 -2.466 2.192 -0.0891
C 2.066062 -0.989660 0.209938 -0.385 1.300 -0.325 -0.1423
C -0.899804 -0.344556 1.193111 -0.125 -0.093 -4.002 -0.4196
H 2.311064 -1.877458 0.899348 0.136 1.618 -1.474 0.2252
H -1.609926 -1.830945 -0.188098 1.374 0.605 -0.707 0.2391
H -0.946695 2.193687 -0.895183 1.391 -0.483 0.330 0.3910
H -1.419635 -0.839885 2.007526 -0.565 0.518 -0.483 0.2389
H 0.910451 1.258041 -0.386818 1.457 -0.800 -0.145 0.4645
H -0.020686 0.118295 1.415353 2.511 0.852 1.306 0.2116
H -2.528672 0.499484 -0.080519 2.249 0.379 -1.279 0.2287
H -0.612307 0.973678 -1.908168 1.578 0.816 2.458 0.4039
```
Forces are in eV/Å.

## Properties
LUMO level ... 0.440 eV
Relative energy (zero: lowest compared OMol25 entry of this formula, charge and spin) ... 539.2 kJ/mol
E ... -20135.246 eV
Molecular weight ... 132.19 u
HOMO level ... -8.814 eV
Charge ... 0

=====

Entry 5:
A 2-piece molecular cluster, C4H8N2OS overall, computed with ωB97M-V/def2-TZVPD.

Structure (XYZ):
```
16
Properties=species:S:1:pos:R:3:forces:R:3:nbo_charge:R:1
S 0.528241 1.483145 2.632114 -1.099 -0.596 0.061 0.0988
O -3.106642 0.027256 2.766848 -0.598 0.702 0.591 -0.6691
N 0.641145 0.123114 -0.518839 -0.233 -0.418 -2.027 -0.4145
N -1.625844 -1.276813 1.511314 -2.061 0.055 1.290 -0.8163
C 0.689625 1.568226 -0.735135 1.069 -1.378 2.132 -0.4499
C 1.608103 -0.680598 -0.360509 -0.685 0.253 0.733 -0.0813
C -1.846091 -0.135680 2.339970 0.250 -1.549 -1.829 0.2965
C -0.825338 0.665097 2.472690 1.189 1.424 0.768 -0.1614
H 2.677976 -0.456143 -0.025376 -1.151 -0.093 -0.850 0.1541
H 0.674733 1.884185 -1.744998 -0.091 -0.433 -1.375 0.2118
H 1.217572 -1.717674 -0.448619 1.153 0.235 0.468 0.1750
H -0.689398 -1.400773 1.304134 2.037 -0.335 -0.572 0.3815
H -0.258839 1.900402 -0.299818 0.785 0.739 0.409 0.2246
H -2.208603 -1.397366 0.694674 -0.070 0.481 -0.009 0.3802
H 1.682913 1.859482 -0.338330 -0.814 1.039 0.317 0.1791
H -3.470592 -0.788049 3.135146 0.320 -0.126 -0.107 0.4909
```
Forces are in eV/Å.

## Properties
LUMO level ... -0.162 eV
Relative energy (zero: lowest compared OMol25 entry of this formula, charge and spin) ... 366.9 kJ/mol
E ... -20137.031 eV
Molecular weight ... 132.19 u
HOMO level ... -7.504 eV
Charge ... 0
SMILES ... NC(O)=C=S.C=NC

=====

Entry 6:
A 3-piece molecular cluster, C4H8N2OS overall, computed with ωB97M-V/def2-TZVPD.

Structure (XYZ):
```
16
Properties=species:S:1:pos:R:3:forces:R:3:mulliken_spin:R:1
S -1.393602 -2.267382 -0.395745 2.381 -5.326 -0.439 0.6094
O -0.583717 -1.626695 0.645742 0.767 1.587 1.700 0.4487
N 4.283523 -1.035498 0.207502 0.919 -0.488 0.161 0.0034
N 1.962912 -0.710678 -0.254769 -0.826 0.444 -0.366 0.0045
C -1.258405 1.631793 0.805344 -0.209 -0.069 0.276 0.0105
C 3.097041 -0.829455 0.123532 0.148 -0.053 -0.364 0.0013
C -2.543263 -1.253632 -0.940416 -3.209 3.542 -1.099 0.8374
C -0.427791 2.063643 -0.120697 0.194 0.137 -0.277 -0.0063
H -2.144362 2.179173 1.089110 -0.108 0.168 -0.001 -0.0009
H 4.969371 -0.465582 0.659991 -0.076 0.265 0.220 -0.0001
H -3.194625 -1.629829 -1.702667 -0.209 -0.172 -0.268 0.0295
H 0.455135 1.508906 -0.395396 0.151 -0.145 -0.004 -0.0010
H 1.115982 -1.016369 0.195706 0.037 -0.098 0.329 0.0020
H -2.668445 -0.244653 -0.595202 0.082 0.204 0.097 0.0635
H -1.085232 0.704708 1.327272 0.062 -0.138 0.067 -0.0015
H -0.584522 2.991551 -0.649302 -0.106 0.144 -0.033 -0.0005
```
Forces are in eV/Å.

## Properties
LUMO level (alpha / beta) ... 0.797 / -3.032 eV
Relative energy (zero: lowest compared OMol25 entry of this formula, charge and spin) ... 242.8 kJ/mol
2S+1 ... 3
E ... -20135.055 eV
Molecular weight ... 132.19 u
HOMO level (alpha / beta) ... -7.551 / -9.935 eV
Charge ... 0

=====

Question: What is the formula in the fifth record?
Answer: C4H8N2OS

=====

Question: Which value of relative energy (zero: lowest compared OMol25 entry of this formula, charge and spin) does entry 4 give?
Answer: 539.2 kJ/mol

=====

Question: Look up the molecular weight of the second one.
Answer: 132.19 u